Entry 1:
ORCA calculation (ωB97M-V/def2-TZVPD) on H2MgO as an isolated structure at a distorted geometry.

Geometry as ORCA input:
```
! wB97M-V def2-TZVPD RIJCOSX def2/J DEFGRID3
* xyz 2 1
O -1.4475 0.8383 -1.0334
H -2.3349 1.1177 -0.7130
H -1.2861 1.3917 -1.8309
Mg 0.0735 -0.0429 0.0525
*
```

Values from the calculation:
orbital gap	10.6	eV
molecular weight	42.32	g/mol
LUMO energy	-13.95	eV
relative energy (zero: lowest compared OMol25 entry of this formula, charge and spin)	4.9	kJ/mol
HOMO	-24.59	eV

Entry 2:
ORCA calculation (ωB97M-V/def2-TZVPD) on a 2-piece molecular cluster, H2N2O overall at a distorted geometry.

Geometry as ORCA input:
```
! wB97M-V def2-TZVPD RIJCOSX def2/J DEFGRID3
* xyz 0 1
N -0.2737 0.7164 0.0806
N -0.0877 -0.5909 -0.3281
O -1.3590 -0.1858 0.0308
H -0.3194 1.3079 -0.7664
H 0.4156 -1.4859 0.8257
*
```

Values from the calculation:
orbital gap	10.2	eV
molecular weight	46.03	g/mol
LUMO energy	0.20	eV
relative energy (zero: lowest compared OMol25 entry of this formula, charge and spin)	737.5	kJ/mol
HOMO	-10.05	eV

Entry 3:
ORCA calculation (ωB97M-V/def2-TZVPD) on a 2-piece molecular cluster, H2N2O2 overall at a distorted geometry.

Geometry as ORCA input:
```
! wB97M-V def2-TZVPD RIJCOSX def2/J DEFGRID3
* xyz 0 1
N 1.5439 0.5268 -0.0606
N 1.6873 -0.4910 0.1816
O -1.9439 -0.0626 0.0765
O -0.5758 0.0503 -0.1876
H -1.9196 0.5210 0.8293
H -0.5416 -0.6727 -0.7873
*
```

Values from the calculation:
structure (SMILES)	N#N.OO
orbital gap	11.2	eV
molecular weight	62.03	g/mol
LUMO energy	1.17	eV
relative energy (zero: lowest compared OMol25 entry of this formula, charge and spin)	83.9	kJ/mol
HOMO	-10.08	eV

Entry 4:
ORCA calculation (ωB97M-V/def2-TZVPD) on one molecule with the formula H2N2O2S at a distorted geometry.

Geometry as ORCA input:
```
! wB97M-V def2-TZVPD RIJCOSX def2/J DEFGRID3
* xyz 0 1
O -2.7609 0.4967 0.2660
N -1.8516 -0.2666 0.0547
O -1.9068 -1.3890 -0.3190
N -0.5902 0.3213 0.2946
S 0.7258 -0.9518 0.3660
H -0.5542 1.1471 1.0009
H 1.5740 -0.0172 -0.0165
*
```

Values from the calculation:
structure (SMILES)	O=[N+]([O-])NS
orbital gap	9.8	eV
molecular weight	94.09	g/mol
LUMO energy	-0.02	eV
relative energy (zero: lowest compared OMol25 entry of this formula, charge and spin)	204.1	kJ/mol
HOMO	-9.83	eV

Entry 5:
ORCA calculation (ωB97M-V/def2-TZVPD) on a 2-piece molecular cluster, H2N2O2S2 overall at a distorted geometry.

Geometry as ORCA input:
```
! wB97M-V def2-TZVPD RIJCOSX def2/J DEFGRID3
* xyz 0 1
N -1.0674 -1.9352 -0.6005
N -0.2081 1.0343 0.1869
O 0.8148 2.3852 -1.5934
O 0.5006 -1.3896 1.3213
S 0.8306 1.1226 -0.9569
S -0.3397 -2.5472 0.4673
H 0.2400 -0.5565 1.0517
H -0.7708 1.8865 0.1236
*
```

Values from the calculation:
orbital gap	9.0	eV
molecular weight	126.16	g/mol
LUMO energy	-1.06	eV
relative energy (zero: lowest compared OMol25 entry of this formula, charge and spin)	59.7	kJ/mol
HOMO	-10.01	eV

Entry 6:
ORCA calculation (ωB97M-V/def2-TZVPD) on one molecule with the formula H2N2O3 at a distorted geometry.

Geometry as ORCA input:
```
! wB97M-V def2-TZVPD RIJCOSX def2/J DEFGRID3
* xyz 0 1
O -1.1528 1.6648 0.5595
N -1.3399 0.3120 0.2162
O -1.3928 0.1273 -1.1877
N -0.2588 -0.1936 -0.4881
O -0.2069 -1.6454 -0.2110
H -1.0641 1.8328 1.4720
H -0.3821 -2.1491 -1.0412
*
```

Values from the calculation:
structure (SMILES)	On1on1O
orbital gap	11.9	eV
molecular weight	78.03	g/mol
LUMO energy	0.96	eV
relative energy (zero: lowest compared OMol25 entry of this formula, charge and spin)	245.0	kJ/mol
HOMO	-10.90	eV

Entry 7:
ORCA calculation (ωB97M-V/def2-TZVPD) on H2N2O3 as an isolated structure at a distorted geometry.

Geometry as ORCA input:
```
! wB97M-V def2-TZVPD RIJCOSX def2/J DEFGRID3
* xyz 0 1
N -0.3909 -0.6965 0.3540
N -1.1347 -0.2848 -0.7486
O -1.3488 -1.5371 -0.3003
O -0.7765 -0.1772 1.5508
O 0.2660 -0.2673 -1.9417
H -0.0782 -0.1117 2.2388
H -0.0203 -0.2627 -2.8671
*
```

Values from the calculation:
orbital gap	10.5	eV
molecular weight	78.03	g/mol
LUMO energy	-0.41	eV
relative energy (zero: lowest compared OMol25 entry of this formula, charge and spin)	355.2	kJ/mol
HOMO	-10.88	eV

Entry 8:
ORCA calculation (ωB97M-V/def2-TZVPD) on one molecule with the formula H2N2O3 at a distorted geometry.

Geometry as ORCA input:
```
! wB97M-V def2-TZVPD RIJCOSX def2/J DEFGRID3
* xyz 0 1
O 1.8058 0.0318 0.0704
N 0.8593 -0.6576 0.0349
N -0.2641 -0.0728 -0.3600
O -0.5243 1.2111 0.1555
O -1.4893 -0.7485 0.0092
H -0.8289 1.7267 -0.5524
H -1.6758 -0.5687 0.9477
*
```

Values from the calculation:
structure (SMILES)	O=NN(O)O
orbital gap	10.0	eV
molecular weight	78.03	g/mol
LUMO energy	-0.12	eV
relative energy (zero: lowest compared OMol25 entry of this formula, charge and spin)	102.7	kJ/mol
HOMO	-10.10	eV

Entry 9:
ORCA calculation (ωB97M-V/def2-TZVPD) on a 2-piece molecular cluster, H2N2O3S overall at a distorted geometry.

Geometry as ORCA input:
```
! wB97M-V def2-TZVPD RIJCOSX def2/J DEFGRID3
* xyz 0 1
N 0.3862 1.0519 -0.2648
N 0.9468 0.0780 -0.1203
O -3.3412 0.5196 0.7415
O -1.6925 -1.2160 0.2193
O 2.4184 -0.1370 0.0678
S -2.3991 -0.0096 -0.1805
H 0.6775 -0.8952 -0.3085
H 3.0040 0.6082 -0.1545
*
```

Values from the calculation:
orbital gap	8.9	eV
molecular weight	110.09	g/mol
LUMO energy	-1.03	eV
relative energy (zero: lowest compared OMol25 entry of this formula, charge and spin)	113.2	kJ/mol
HOMO	-9.95	eV

Entry 10:
ORCA calculation (ωB97M-V/def2-TZVPD) on a 2-piece molecular cluster, H2N2O3S overall.

Geometry as ORCA input:
```
! wB97M-V def2-TZVPD RIJCOSX def2/J DEFGRID3
* xyz 0 1
O 2.5678 0.7888 0.0193
N 1.4968 0.2868 -0.0286
O 1.1923 -0.7279 -0.6028
O 0.5351 0.9499 0.6389
H -0.4016 0.5766 0.4943
N -1.7171 -0.1985 0.0125
S -1.1958 -1.6513 0.1086
H -2.4775 -0.0245 -0.6424
*
```

Values from the calculation:
structure (SMILES)	O=[N+]([O-])O.N=S
orbital gap	7.4	eV
molecular weight	110.09	g/mol
LUMO energy	-2.01	eV
relative energy (zero: lowest compared OMol25 entry of this formula, charge and spin)	321.8	kJ/mol
HOMO	-9.42	eV